C3H10NOP2 | ωB97M-V with the def2-TZVPD basis set

For the HOMO energy (spin up / spin down), the calculation gives -0.46916 / -0.42112 hartree. Its charge is +1. The LUMO energy (spin up / spin down) is -4.5 / -4.7 eV. The spin multiplicity is 1.

The geometry in XYZ format:
```
17
Properties=species:S:1:pos:R:3:nbo_charge:R:1
C 0.69 1.45 0.88 -0.27
C -0.30 2.04 -0.18 -0.09
C 0.60 -0.04 -0.78 0.22
N 1.58 0.56 0.18 -0.55
O -0.10 1.03 -1.20 -0.46
P -2.29 -3.19 -0.16 0.11
P -0.41 -2.67 0.67 0.04
H 1.30 2.18 1.39 0.23
H 0.16 0.95 1.61 0.24
H -1.34 1.87 0.21 0.24
H 0.12 3.02 -0.45 0.23
H 0.99 -0.56 -1.63 0.21
H 2.38 1.01 -0.25 0.44
H 1.84 -0.08 0.92 0.46
H -3.11 -2.58 0.59 -0.03
H -2.28 -2.11 -1.21 0.02
H 0.19 -2.88 -0.58 -0.04
```